(1)
The following is a DFT calculation (wB97M-V/def2-TZVPD) of C22H26CoN4O4S as an isolated structure.

CARTESIAN COORDINATES (ANGSTROEM)
C 1.1316 -1.5347 2.8815
C 0.1255 0.8886 4.0499
C -0.7736 2.8140 -1.2662
H -1.4558 3.0900 -2.0798
C -2.0553 -3.1021 -3.8537
H 2.1631 -1.4237 3.2311
C 0.8801 1.7832 -2.9643
C -0.6566 1.4374 1.6390
H -0.2455 1.8078 5.8725
C 1.6450 0.5121 -2.5732
C -2.2449 -3.4808 -2.5356
H 0.7994 0.2402 4.5924
H -1.7571 3.4999 5.2458
H -2.0439 2.9424 1.1168
H -3.0069 -4.2391 -2.3769
H 2.5464 0.7851 -2.0279
H 0.9521 3.7653 -2.0933
H -1.1365 -1.9770 -5.3613
N -0.5029 0.9717 0.4215
H 1.8476 -2.8957 1.3691
C -0.6131 -2.0853 -1.1558
H -2.3297 1.6218 -0.3584
H -2.5373 3.9298 3.0833
C -1.5279 2.5085 1.9616
S 3.4836 0.0967 0.4343
C 0.9829 -2.7908 2.0226
O 2.2847 1.0661 0.3954
H -2.6593 -3.5906 -4.6078
C -1.2887 1.4996 -0.6781
C 0.0060 -1.2153 -2.2000
N 0.8701 -0.3635 -1.7101
C -0.2725 -2.7742 1.1488
H -0.4296 -3.7858 0.7631
O 2.6933 -1.1974 0.1975
H -2.0003 -3.5064 -0.4681
H 1.4510 2.2795 -3.7541
C -1.6265 -3.0500 -1.3742
H 1.9766 -0.0369 -3.4591
C 0.6614 2.7562 -1.7896
N -0.0914 -1.8679 0.0297
Co 0.9582 -0.3081 0.2285
C -1.3844 2.8578 4.4578
C -0.4982 1.8498 4.8166
H -0.8429 3.6042 -0.5135
H 0.2971 -0.6597 -4.2181
C -0.2763 -1.3274 -3.5927
C -1.8290 3.1099 3.1692
C -1.1528 -2.1351 -4.2862
H -1.1615 -2.5041 1.7365
O 4.3795 0.3616 -0.6689
N 0.6975 -0.3902 2.1156
H 0.4799 -1.6308 3.7589
O 4.1087 0.0799 1.7359
H 1.3270 2.4817 -0.9696
H 0.9489 -3.6632 2.6808
C 0.0925 0.6401 2.6541
H -1.3058 0.7443 -1.4629
H -0.0835 1.5103 -3.4105

Cartesian forces, eV/Å:
-0.0482 0.0047 0.0711
-0.0319 0.0397 0.0371
0.0163 -0.0020 -0.0518
0.0103 0.0288 -0.0063
0.0098 -0.0049 0.0681
0.0204 0.0245 -0.0719
0.0052 -0.0377 0.0220
0.1075 -0.0834 0.0919
-0.0011 0.0009 0.0013
-0.0439 0.0768 0.0460
0.0186 0.0164 0.0393
0.0051 -0.0163 0.0111
0.0037 -0.0025 0.0071
0.0025 -0.0282 0.0286
-0.0019 -0.0013 0.0128
0.0041 0.0149 -0.0204
-0.0416 0.0068 -0.0271
0.0123 0.0129 0.0002
0.1432 -0.1368 0.0029
-0.0124 -0.0033 0.0285
0.1515 0.0499 0.2054
-0.0125 0.0242 -0.0035
0.0038 0.0006 -0.0080
-0.0728 0.0517 0.0019
-0.0798 -0.0111 0.0033
0.0106 -0.0646 0.0231
0.2424 0.1247 0.0508
-0.0009 -0.0053 0.0024
-0.0355 -0.0215 -0.0202
0.0572 0.0265 0.0354
-0.1556 -0.0605 -0.0008
-0.0194 -0.0512 -0.0570
-0.0194 0.0027 0.0306
-0.1955 -0.0156 0.0675
-0.0123 -0.0236 -0.0031
0.0276 -0.0008 0.0198
-0.0541 -0.0178 -0.0757
-0.0278 0.0295 -0.0262
-0.0023 -0.0386 0.0260
-0.1261 -0.0637 -0.2623
-0.0798 -0.1116 -0.1155
0.0166 -0.0298 -0.0099
0.0228 -0.0227 -0.0106
0.0293 -0.0186 -0.0148
0.0036 0.0091 -0.0095
-0.0636 -0.0582 -0.0731
-0.0181 0.0177 -0.0222
0.0736 0.0721 0.0113
0.0260 0.0244 0.0143
0.0258 0.0340 0.0269
0.0460 0.3563 0.0559
0.0398 -0.0139 0.0147
-0.0387 0.0489 0.0395
0.0115 0.0286 -0.0156
-0.0282 -0.0028 0.0064
0.0717 -0.1981 -0.1993
0.0054 0.0139 0.0209
-0.0003 0.0053 -0.0191

Calculated values
total energy = -85851.1391 eV
net charge = -1
HOMO energy = -0.1614 Eh
gap between HOMO and LUMO = 7.19 eV
LUMO = 2.8 eV


(2)
The following is a DFT calculation (wB97M-V/def2-TZVPD) of a 2-piece molecular cluster, C2H9N2S2 overall at a distorted geometry.

CARTESIAN COORDINATES (ANGSTROEM)
N -0.0547 -1.3128 2.2326
C 0.6400 -1.8298 1.2643
H -1.3360 2.9591 -1.8211
H -0.0330 1.8732 -2.3774
H 0.5862 -0.8520 -0.7111
C -0.4289 2.4369 -1.5364
H 2.0231 -1.2365 0.0502
H -0.8153 -0.6707 2.0750
H 0.0945 -1.6920 3.1617
S -1.7119 -0.1744 -0.9706
H 0.3111 3.1688 -1.2194
S -0.8519 1.5097 -0.0208
H -0.6540 -0.2602 -1.7857
H 1.2130 -2.7145 1.5214
N 1.0177 -1.2048 0.1372

Cartesian forces, eV/Å:
-0.9119 -0.9411 -0.1438
1.4645 1.4110 -0.0031
0.0460 0.0676 -0.3216
0.0017 -0.3577 0.2754
-0.7242 0.1823 1.1573
-0.4271 0.7103 0.6395
0.1431 -0.8066 -0.4584
0.1704 0.6202 0.0499
-0.6448 -0.2627 -0.1947
-0.1259 0.7263 0.3114
0.0472 0.0784 -0.0352
0.0264 -0.5557 -0.8163
-0.1670 -0.3052 -0.3800
0.3498 0.2002 0.2849
0.7518 -0.7674 -0.3653

Calculated values
total energy = -26862.9970 eV
net charge = +1
HOMO energy = -0.4546 Eh
gap between HOMO and LUMO = 7.64 eV
LUMO = -4.7 eV


(3)
The following is a DFT calculation (wB97M-V/def2-TZVPD) of a 2-piece molecular cluster, C3H8NO3S overall at a distorted geometry.

CARTESIAN COORDINATES (ANGSTROEM)
H -1.6858 2.3814 0.2850
O 1.8867 -0.0824 -1.6127
O -2.2075 2.3421 1.1021
H 0.1663 0.2585 1.1001
O 2.3713 1.0105 0.2067
H -0.9770 -1.7341 -0.7004
C -0.8203 -0.6985 -0.4504
S -1.2104 0.3120 -1.9014
C 1.6572 0.2477 -0.4098
H 0.7345 -2.4443 0.2963
H 1.9273 -1.7094 1.0891
N 0.9221 -1.6781 0.9283
H -1.6322 1.8789 1.7216
H -0.0259 0.8021 -2.2565
H -1.6119 -0.4504 0.2596
C 0.5056 -0.4360 0.3425

Cartesian forces, eV/Å:
-0.2522 0.0129 0.1459
-0.0257 -0.4769 -0.9920
0.3452 -0.1859 -0.2228
0.7644 0.5094 0.3376
0.4265 0.3347 0.0075
0.3544 -0.4406 -0.2082
0.1952 0.5956 0.5568
-0.4732 0.2756 -0.0653
-0.0638 0.4728 1.4876
-0.1070 -0.0901 -0.0479
-0.2140 0.1897 0.3795
0.6786 -0.3944 -0.0084
-0.0908 0.1433 0.0585
0.2831 -0.1448 0.0809
-0.0986 -0.0971 -0.1214
-1.7221 -0.7043 -1.3881

Calculated values
total energy = -21706.0384 eV
2S+1 = 2
HOMO energy (alpha / beta) = -0.3606 / -0.3592 Eh
gap between HOMO and LUMO (alpha / beta) = 10.37 / 6.03 eV
LUMO (alpha / beta) = 0.6 / -3.7 eV


(4)
The following is a DFT calculation (wB97M-V/def2-TZVPD) of the molecule C19H27FN6 at a distorted geometry.

CARTESIAN COORDINATES (ANGSTROEM)
H -4.0784 3.9229 -0.4230
C -4.0978 3.2478 0.3761
H 6.2079 0.4033 -1.5333
C 3.7371 0.7243 1.3677
H -0.2696 -0.0517 2.4444
H -1.9504 3.1152 0.9284
H 7.0892 0.9436 0.9858
H -1.8110 -1.1722 1.6713
H 1.8810 -2.2765 0.2918
H 0.5904 -0.4838 -1.4619
H -3.4271 -4.3593 0.9313
C 4.2173 0.4350 -0.9680
C 5.1019 0.8358 1.5568
H 1.4255 -0.8867 2.3191
H -2.3309 0.6767 1.3851
H -4.8724 0.0785 0.7009
C 1.0073 0.6716 0.9990
C 0.4696 -0.4666 1.7972
H -4.6537 1.3274 1.6381
C -1.6348 -3.0625 0.7687
C -4.4101 1.0948 0.8594
C -3.2523 -3.2992 1.0268
H -5.0108 1.9924 -1.0054
H 0.3332 -2.6202 -0.6166
H -2.3479 2.5976 -0.9438
N -2.5514 0.4172 -0.4242
N 0.1533 -1.5558 1.0398
H -3.6241 -2.8165 1.8250
H 2.2314 -1.2525 -1.6244
C -1.4186 -1.7640 0.8923
C -3.0160 1.2199 0.4942
H -4.2244 3.6403 1.3286
N 1.8198 0.3059 -0.0388
C 3.2869 0.4127 0.1770
H 3.1450 1.1175 2.2393
C -2.5589 2.6946 0.1111
C 1.4048 -0.5890 -0.9754
H -3.6291 -2.7488 0.0177
F 3.6973 0.1899 -2.0976
C 5.5278 0.4515 -0.8361
C 0.9603 -2.1182 -0.0509
C -5.0261 2.1310 -0.1328
H -1.4259 -3.6226 -0.1784
C 6.0641 0.8381 0.5712
N -2.7301 0.3987 -1.7425
H -6.1519 2.4912 0.4444
H -0.1054 1.1454 0.5310
H -1.2576 -3.8510 1.4539
H 1.4543 1.5384 1.3933
N -1.7992 -1.4254 -1.7367
C -1.9569 -1.1149 -0.2176
H 5.4960 1.2274 2.3974
N -2.3918 -0.5146 -2.4958

Cartesian forces, eV/Å:
-0.7056 2.4237 -0.4169
2.5088 -0.4010 -4.8917
3.0257 -0.3975 -4.1284
0.7179 1.3992 3.6706
-0.6717 -0.5028 0.8089
0.4848 -0.1062 -1.2673
-0.5361 -0.0679 -1.4004
-0.5789 -0.1464 2.0056
3.5349 -2.0986 1.2072
-5.4278 1.7261 -3.5205
-0.4771 -0.1344 0.2850
-1.5766 -1.1464 3.9440
1.4236 0.7292 -2.7502
-1.2611 1.0344 0.5053
-1.6497 2.3337 -1.0971
0.9685 0.5429 0.0272
-5.4716 2.0743 -1.7331
5.4894 0.6306 1.5237
-4.1253 4.9167 15.6357
-4.9678 -11.3391 1.0347
0.7029 -5.9378 -17.0451
2.6163 0.1681 -7.0541
-0.0531 -2.1599 -12.5490
-1.9495 -3.2748 -2.7960
0.6808 0.9639 0.0473
4.5275 -12.8661 -6.5169
-4.8566 -2.9058 -1.0974
-1.1462 1.4033 3.0224
-2.1036 2.8318 1.5363
6.3673 6.0224 0.5908
4.1625 1.0162 6.2543
-0.4491 0.5492 1.5465
5.4647 1.0035 -1.5766
-3.2799 0.1925 -3.4672
0.2514 -1.2353 -1.0800
-4.3517 -1.4707 3.4782
5.6410 -8.8165 1.4900
-0.0497 -1.4673 2.4458
-1.2954 -0.1639 -3.9184
1.0826 2.3584 7.7746
-1.1286 8.8232 1.3535
-2.8821 3.7879 18.0247
-0.2307 1.4212 0.2578
-2.1534 -2.1644 -1.7703
-3.8640 7.5047 0.8921
2.8292 -1.3325 -2.5646
2.8713 -0.8834 0.6383
0.7503 1.4323 0.4544
0.1444 0.7845 1.5609
0.1753 -2.3399 6.4425
-1.6773 6.1081 -11.5001
0.6600 0.7841 3.4061
1.8393 -1.6074 2.2767

Calculated values
total energy = -31780.2664 eV
HOMO energy = -0.2423 Eh
gap between HOMO and LUMO = 6.80 eV
LUMO = 0.2 eV


(5)
The following is a DFT calculation (wB97M-V/def2-TZVPD) of a 2-piece molecular cluster, C4H12N2 overall at a distorted geometry.

CARTESIAN COORDINATES (ANGSTROEM)
N 2.5644 2.3343 0.7873
H 0.8037 1.9095 2.7413
C -1.1155 -1.3396 -0.0348
C -1.8344 -0.4862 -1.0755
H -2.0632 -1.7616 -2.8238
H 3.4960 2.2565 0.3798
C -1.4800 -0.8856 -2.5015
H -1.6885 -0.1079 -3.2298
H 3.4079 0.8964 2.0307
H -2.9092 -0.6003 -0.9270
H -0.4592 -1.2383 -2.6425
H -0.0340 -1.2237 -0.1171
N 1.4585 1.1812 2.5019
H -1.4328 -1.0545 0.9703
H 1.5549 0.5065 3.2340
H -1.2764 -2.4187 -0.1278
H -1.5350 0.5439 -0.9103
C 2.5429 1.4879 1.7448

Cartesian forces, eV/Å:
0.0674 -0.1485 0.1776
-0.1018 -0.0140 -0.3892
0.1324 -0.1866 0.1260
0.4668 -0.6447 -0.0253
-0.1269 0.1564 0.1567
0.0792 0.2713 -0.0551
-0.4223 -0.8708 -0.4706
0.0437 0.2306 -0.0731
0.0949 -0.2379 -0.2044
-0.0843 0.3310 -0.0487
0.2917 0.4185 0.2777
-0.0024 0.2594 0.1757
-0.5628 0.8108 -0.1679
0.2207 0.0064 0.0349
0.4631 -0.5287 0.5254
-0.3343 0.0647 -0.2204
-0.1749 0.2315 0.1072
-0.0502 -0.1493 0.0736

Calculated values
total energy = -7321.2498 eV
net charge = -1
2S+1 = 2
HOMO energy (alpha / beta) = 0.0469 / -0.1942 Eh
gap between HOMO and LUMO (alpha / beta) = 2.37 / 8.82 eV
LUMO (alpha / beta) = 3.6 / 3.5 eV


(6)
The following is a DFT calculation (wB97M-V/def2-TZVPD) of the molecule C2H3NS4 at a distorted geometry.

CARTESIAN COORDINATES (ANGSTROEM)
H 1.0698 -0.9399 -1.5554
S -1.5084 -2.3445 0.1998
C 0.2508 0.2630 0.9838
S 0.0644 -0.2005 -1.8926
H 0.5497 0.9975 1.7276
C -0.1336 0.6096 -0.3208
S -0.4525 2.3413 -0.5282
H -0.1977 2.4542 -1.8130
S -0.1090 -2.3071 1.5186
N 0.4665 -0.8737 1.6801

Cartesian forces, eV/Å:
0.9894 -0.9705 0.4461
0.1434 -0.5324 0.0279
-0.2302 0.1527 -0.4042
-1.3554 0.6568 0.7456
-0.4922 1.1069 -0.8444
1.2122 0.2568 0.6515
-0.4979 -0.0827 1.0064
0.2649 -0.1107 -0.6398
-0.7656 0.7843 -0.6915
0.7313 -1.2613 -0.2977

Calculated values
total energy = -46951.4101 eV
HOMO energy = -0.3022 Eh
gap between HOMO and LUMO = 6.61 eV
LUMO = -1.6 eV